C20H19N3 | the ωB97M-V functional and the def2-TZVPD basis

Cartesian coordinates (Å):
C 0.057 4.053 -3.327
C -0.073 2.795 -2.433
C -1.009 1.798 -2.745
C -1.165 0.698 -1.937
C -0.339 0.552 -0.747
N -0.329 -0.639 0.040
C 0.500 -1.768 -0.101
C 1.468 -2.000 -1.213
N 2.889 -1.692 -0.744
C 3.500 -0.510 -0.599
C 4.676 -0.745 -0.061
N 4.807 -2.050 0.295
C 3.759 -2.685 -0.194
C 0.233 -2.579 0.996
C -0.843 -1.858 1.788
C -1.419 -2.239 3.034
C -2.586 -1.438 3.446
C -2.943 -0.267 2.681
C -4.166 0.476 3.091
C -2.228 0.156 1.519
C -1.178 -0.697 1.072
C 0.543 1.597 -0.438
C 0.686 2.712 -1.290
H -0.739 3.867 -4.127
H -0.073 5.006 -2.720
H 1.116 4.070 -3.720
H -1.555 1.810 -3.683
H -1.889 -0.003 -2.255
H 1.430 -3.052 -1.364
H 1.311 -1.599 -2.169
H 3.039 0.448 -0.889
H 5.371 -0.020 0.085
H 3.616 -3.762 -0.041
H 0.637 -3.566 1.146
H -0.981 -3.134 3.633
H -3.054 -1.838 4.352
H -3.812 1.442 3.517
H -4.673 0.038 3.955
H -4.666 0.591 2.068
H -2.618 1.011 0.915
H 1.215 1.586 0.293
H 1.486 3.432 -1.132

## Properties
energy above the lowest of the compared OMol25 structures with the same formula, charge and spin	50.7	kcal per mole
2S+1	1
total energy	-937.7129	Eh
HOMO level	-7.87	eV

***

C20H19N3O3S | the ωB97M-V functional and the def2-TZVPD basis

Cartesian coordinates (Å):
O -5.169 -1.630 -1.196
C -5.458 -0.759 -0.396
N -4.578 0.058 0.244
C -3.183 0.098 0.148
C -2.452 -0.758 -0.669
C -1.077 -0.664 -0.726
C -0.376 0.278 0.036
N 0.998 0.361 0.005
C 1.689 1.590 0.334
C 2.915 1.756 -0.556
N 3.839 0.662 -0.332
C 5.166 0.931 -0.378
O 5.572 2.040 -0.697
C 6.144 -0.119 -0.041
C 7.449 -0.065 -0.455
C 8.245 -1.104 0.060
C 7.549 -1.932 0.883
S 5.905 -1.467 1.029
C 3.225 -0.620 -0.069
C 1.804 -0.653 -0.629
C -1.123 1.127 0.862
C -2.497 1.040 0.911
C -6.858 -0.489 -0.022
C -8.006 -1.100 -0.455
C -9.071 -0.460 0.214
C -8.500 0.491 1.004
O -7.166 0.485 0.873
H -4.979 0.734 0.880
H -2.969 -1.489 -1.267
H -0.549 -1.330 -1.389
H 2.004 1.591 1.388
H 1.022 2.441 0.173
H 2.611 1.791 -1.609
H 3.441 2.686 -0.326
H 7.805 0.708 -1.111
H 9.289 -1.227 -0.166
H 7.897 -2.793 1.417
H 3.807 -1.416 -0.541
H 3.187 -0.815 1.011
H 1.376 -1.635 -0.409
H 1.840 -0.531 -1.723
H -0.626 1.850 1.489
H -3.048 1.708 1.559
H -8.060 -1.901 -1.162
H -10.115 -0.677 0.121
H -8.922 1.208 1.681

## Properties
energy above the lowest of the compared OMol25 structures with the same formula, charge and spin	47.6	kcal per mole
2S+1	1
total energy	-1561.7117	Eh
HOMO level	-7.35	eV

***

C20H19N8O3PRhS2 | the ωB97M-V functional and the def2-TZVPD basis

Cartesian coordinates (Å):
Rh 0.735 0.362 -0.325
C -3.767 -2.754 -0.254
N -2.963 -1.543 -0.380
C -3.449 -0.288 -0.612
C -2.374 0.549 -0.665
N -1.247 -0.189 -0.469
C -1.617 -1.453 -0.297
P -0.491 -2.851 0.002
C 0.441 -2.064 1.349
N 0.877 -0.812 1.291
C 1.593 -0.554 2.423
C 1.562 -1.676 3.196
N 0.841 -2.616 2.512
C 0.552 -3.969 2.977
C 0.730 -2.445 -1.296
N 1.225 -1.227 -1.494
C 2.148 -1.301 -2.491
C 2.202 -2.597 -2.918
N 1.306 -3.304 -2.163
C 1.055 -4.737 -2.265
H -4.813 -2.480 -0.354
H -3.615 -3.210 0.722
H -3.510 -3.465 -1.036
H -4.503 -0.094 -0.712
H -2.353 1.611 -0.828
H 2.052 0.404 2.601
H 1.990 -1.882 4.161
H 1.024 -4.104 3.945
H 0.956 -4.702 2.283
H -0.521 -4.112 3.084
H 2.705 -0.440 -2.816
H 2.798 -3.068 -3.680
H 1.710 -5.145 -3.029
H 0.022 -4.923 -2.550
H 1.271 -5.228 -1.319
O -1.470 2.676 2.353
S -0.212 3.087 1.808
O 0.919 3.208 2.672
N 0.162 2.121 0.518
C 0.085 2.731 -0.653
O 0.322 2.005 -1.662
C -0.261 4.161 -0.569
C -0.385 5.103 -1.572
C -0.685 6.408 -1.199
C -0.849 6.750 0.139
C -0.722 5.800 1.150
C -0.427 4.512 0.765
H -0.243 4.828 -2.608
H -0.785 7.171 -1.958
H -1.075 7.775 0.401
H -0.844 6.067 2.190
S 5.414 0.476 -0.038
C 3.823 0.651 -0.128
N 2.659 0.781 -0.200

## Properties
energy above the lowest of the compared OMol25 structures with the same formula, charge and spin	0.0	kcal per mole
2S+1	1
net charge	+1
total energy	-2685.4712	Eh
HOMO level	-10.08	eV

***

Q: Look up the 2S+1 of the second one.
A: 1

***

Q: Look up the total energy of the first one.
A: -937.7129 Eh